[1]
Computed, not measured: a molecular structure, C31H68BF3MnN4O20S at a distorted geometry, with the ωB97M-V functional and the def2-TZVPD basis.

Cartesian coordinates (Å):
Mn1 -1.3965 0.9307 0.2825
C1 -5.3106 -0.2594 1.3779
F1 -5.3531 -1.5731 1.2027
F2 -6.4393 0.2796 1.8359
F3 -4.3971 -0.0240 2.3173
S1 -4.7549 0.5665 -0.2479
O1 -3.3212 0.8961 0.0387
O2 -4.8488 -0.4168 -1.2959
O3 -5.6005 1.7570 -0.3547
C2 -3.1975 3.4305 3.0457
C3 -1.8851 2.7474 3.0719
O4 -1.5236 1.9208 2.0058
H1 -3.3282 4.1726 3.8344
H2 -3.9083 2.6139 3.1711
H3 -3.4213 4.0092 2.1494
H4 -1.7509 2.1850 3.9983
H5 -1.1154 3.5201 3.1260
C4 -0.1363 -2.3002 2.6628
C5 -1.2509 -2.2002 1.5967
O5 -1.3022 -0.9396 0.9720
H6 -0.2393 -3.2346 3.2161
H7 -0.2871 -1.5423 3.4321
H8 0.9186 -2.2410 2.3937
H9 -2.2539 -2.4010 1.9784
H10 -1.1298 -3.0773 0.9558
O6 0.6381 1.1832 -3.1047
C6 1.5991 1.4814 -3.8483
O7 2.5172 2.3882 -3.6407
B1 3.6301 2.2685 -4.6177
O8 3.2109 1.1382 -5.4777
C7 2.0534 0.6748 -5.0665
O9 1.4988 -0.2970 -5.6028
O10 4.9183 1.9303 -3.9835
C8 5.8645 2.8585 -4.3116
O11 7.0695 2.8498 -3.9715
C9 5.1542 3.8854 -5.1919
O12 3.8675 3.4940 -5.3927
O13 5.6600 4.9215 -5.6877
C10 2.8212 2.0967 8.2758
O14 2.3054 1.9903 6.9844
C11 1.4061 0.8982 6.7841
C12 1.1263 0.5837 5.2275
N1 2.3768 0.5006 4.3855
C13 3.2496 -0.5561 4.7396
C14 4.3115 -0.9116 3.6961
O15 5.3543 0.0274 3.7814
C15 6.3373 -0.2311 2.8368
H11 3.5023 2.9445 8.3508
H12 3.3134 1.1786 8.6006
H13 2.0150 2.1905 9.0050
H14 0.4394 1.0058 7.2806
H15 1.9281 0.0256 7.1795
H16 0.5342 1.4092 4.8306
H17 0.5350 -0.3201 5.0729
H18 2.8880 1.3330 4.6494
H19 2.5758 -1.4143 4.7323
H20 3.5941 -0.4596 5.7711
H21 3.9203 -0.9628 2.6786
H22 4.6965 -1.9025 3.9428
H23 7.0838 0.5491 2.9844
H24 5.9663 -0.0636 1.8245
H25 6.8617 -1.1564 3.0789
C16 4.2751 0.5138 -1.1978
O16 2.9606 0.5906 -0.7285
C17 2.9169 1.1499 0.5480
C18 1.4494 1.0235 1.0840
N2 0.5003 1.3876 0.0101
C19 0.6892 2.8445 -0.3381
C20 -0.4480 3.4343 -1.0550
O17 -1.6417 2.7882 -0.5714
C21 -2.6668 3.7762 -0.7698
H26 4.3470 0.1224 -2.2119
H27 4.8639 -0.1176 -0.5296
H28 4.8235 1.4555 -1.1413
H29 3.2364 2.1945 0.5450
H30 3.5436 0.5752 1.2309
H31 1.4214 1.6645 1.9645
H32 1.2999 -0.0148 1.3796
H33 1.1346 0.9782 -0.6680
H34 1.5559 3.0714 -0.9601
H35 0.8226 3.4744 0.5422
H36 -0.3850 3.1996 -2.1180
H37 -0.4013 4.5210 -0.9801
H38 -3.6397 3.3235 -0.5809
H39 -2.7937 4.1175 -1.7978
H40 -2.3750 4.5427 -0.0518
C22 -3.5010 -4.6312 -0.6810
C23 -2.2578 -5.0308 -1.5321
C24 -2.2286 -6.5445 -1.9564
O18 -1.1329 -6.8989 -2.7585
C25 0.0018 -7.3100 -1.9640
N3 -2.3097 -4.2984 -2.8078
H41 -3.3693 -3.6296 -0.2715
H42 -3.5626 -5.3577 0.1292
H43 -4.3925 -4.7023 -1.3037
H44 -1.3470 -4.7020 -1.0290
H45 -3.1105 -6.7246 -2.5732
H46 -2.3120 -7.2136 -1.0978
H47 0.3157 -6.5162 -1.2858
H48 0.8700 -7.5982 -2.5555
H49 -0.2828 -8.1708 -1.3584
H50 -1.5609 -4.7877 -3.2816
H51 -3.0757 -4.5889 -3.4023
C26 -2.3370 -0.9482 -3.6033
C27 -1.5968 -0.9595 -2.2220
C28 -0.2372 -1.6356 -2.3347
O19 0.4790 -1.3619 -1.1380
C29 1.5468 -2.2634 -0.9349
N4 -1.4491 0.4403 -1.7708
H52 -3.3958 -0.7182 -3.4834
H53 -2.2489 -1.9170 -4.0925
H54 -1.8186 -0.1746 -4.1714
H55 -2.2448 -1.5111 -1.5424
H56 0.2907 -1.1344 -3.1478
H57 -0.2430 -2.6766 -2.6611
H58 1.1994 -3.2959 -0.8760
H59 1.9492 -1.9472 0.0272
H60 2.2609 -2.1889 -1.7563
H61 -0.6776 0.7266 -2.3592
H62 -2.1221 0.8627 -2.3996
C30 -5.2329 2.3586 -4.7784
C31 -4.4880 2.5856 -3.4774
O20 -3.1304 2.0705 -3.3728
H63 -5.6826 1.3653 -4.7915
H64 -4.5651 2.4531 -5.6358
H65 -5.9944 3.1260 -4.9134
H66 -5.0734 2.2566 -2.6199
H67 -4.4025 3.6669 -3.3633
H68 -2.6103 2.5578 -4.0184

Calculated values
Multiplicity: 4
E_tot, hartree: -4819.37015

[2]
Computed, not measured: a molecular structure, C9H11BClN3OSZn at a distorted geometry, with the ωB97M-V functional and the def2-TZVPD basis.

Cartesian coordinates (Å):
C1 2.8718 -1.0148 -0.0213
C2 1.7965 -1.6194 -0.9533
C3 0.8590 -0.5303 -1.4340
Cl1 -0.3703 -0.9767 -2.7094
C4 0.0863 0.3073 -0.4125
C5 0.5452 1.6441 -0.3912
C6 -0.0604 2.6125 0.4568
N1 0.2355 3.9052 0.5813
S1 -0.7834 4.4747 1.6886
N2 -1.6262 3.1742 2.0348
C7 -1.1311 2.1742 1.2855
C8 -1.5785 0.8342 1.2387
C9 -0.9985 -0.1112 0.4050
B1 -1.6375 -1.6048 0.4139
N3 -3.0785 -1.7758 0.3782
O1 -0.8214 -2.6944 0.4476
H1 3.8452 -1.4429 -0.2454
H2 2.9361 0.0727 -0.0924
H3 2.6491 -1.2647 1.0151
H4 2.2999 -2.0533 -1.8172
H5 1.2591 -2.3885 -0.4098
H6 1.5110 0.1711 -1.9755
H7 1.4090 1.9205 -1.0057
H8 -2.4115 0.5532 1.8734
H9 -3.5230 -1.3098 -0.4076
H10 -3.5679 -1.4426 1.2038
H11 -0.3537 -2.8883 1.2688
Zn1 -0.3618 1.2735 -2.4164

Calculated values
Net charge: +2
E_tot, hartree: -3250.96340

[3]
Computed, not measured: a molecular structure, C2H3O3V at a distorted geometry, with the ωB97M-V functional and the def2-TZVPD basis.

Cartesian coordinates (Å):
H1 3.4848 0.6880 0.0402
O1 0.5532 -1.2296 -0.0239
C1 -0.6483 -1.0968 0.0506
C2 -1.3354 0.2361 0.0221
O2 -0.7789 1.3523 -0.0329
O3 0.5436 1.5393 0.0166
V1 1.9364 0.1788 -0.1966
H2 -1.3281 -1.9611 0.1172
H3 -2.4273 0.2930 0.0067

Calculated values
Multiplicity: 4
Energy above the lowest of the compared OMol25 structures with the same formula, charge and spin, kcal/mol: 111.5
Net charge: +1

[4]
Computed, not measured: a molecular structure, C27H35N5O2P2Pb at a distorted geometry, with the ωB97M-V functional and the def2-TZVPD basis.

Cartesian coordinates (Å):
Pb1 -1.1760 -0.4637 -2.3944
C1 0.0542 0.1412 -4.1648
C2 1.1717 0.4632 -3.3932
C3 1.5322 1.8416 -3.0196
C4 0.3210 2.7331 -2.5901
C5 -0.8411 2.0124 -1.9930
C6 -2.0151 1.6666 -2.7351
C7 -2.0728 1.6247 -4.2472
C8 -0.7426 1.1984 -4.9220
C9 -2.2124 -2.1499 0.9258
H1 -0.0525 -0.8857 -4.5492
H2 1.9773 -0.2639 -3.2851
H3 2.0478 2.3719 -3.8429
H4 2.2639 1.8069 -2.1901
H5 0.7019 3.4266 -1.8234
H6 0.0001 3.3762 -3.4305
H7 -1.0544 2.3317 -0.9601
H8 -2.9732 1.7580 -2.2205
H9 -2.3274 2.6610 -4.5336
H10 -2.8845 0.9485 -4.5830
H11 -1.0043 0.7612 -5.9020
H12 -0.1494 2.0990 -5.1308
H13 -2.3665 -3.0726 0.3778
H14 -3.0867 -1.6357 1.2860
H15 -1.3175 -2.0567 1.5414
P1 -1.0259 0.3983 2.1477
P2 1.4210 -1.6690 1.5515
N1 -2.4857 1.3873 1.4232
N2 -0.8781 1.4890 3.4609
N3 1.0745 -2.3100 -0.1965
N4 3.0504 -2.2914 1.4001
C10 0.3625 0.9939 1.0916
C11 1.6721 0.1515 1.1452
C12 -3.7142 0.7871 1.1547
C13 -4.5584 1.6672 0.4810
C14 -3.8276 2.9002 0.3480
C15 -2.5587 2.6888 0.9223
C16 -1.8114 1.3947 4.5072
C17 -1.3096 2.0913 5.5925
C18 -0.0535 2.6607 5.2024
C19 0.1811 2.2939 3.8864
C20 0.2344 -3.3766 -0.5309
C21 0.1402 -3.4882 -1.9335
C22 1.0144 -2.5000 -2.4796
C23 1.5257 -1.7710 -1.3902
C24 3.9710 -2.3738 0.3531
C25 5.0589 -3.1412 0.7675
C26 4.8157 -3.5244 2.1215
C27 3.5828 -2.9939 2.4990
H16 0.5808 2.0553 1.3071
H17 -0.0542 0.9462 0.0660
H18 2.1801 0.2375 0.1734
H19 2.3633 0.5344 1.9188
H20 -3.9274 -0.2114 1.4487
H21 -5.5421 1.4303 0.1286
H22 -4.2062 3.8006 -0.1147
H23 -1.7436 3.3995 1.0343
H24 -2.7042 0.8189 4.3693
H25 -1.7890 2.1761 6.5451
H26 0.6007 3.2617 5.8095
H27 0.9995 2.5182 3.2151
H28 -0.1525 -4.0173 0.2416
H29 -0.4909 -4.1828 -2.4841
H30 1.2633 -2.3620 -3.5244
H31 2.2251 -0.9493 -1.4010
H32 3.7865 -1.9140 -0.5963
H33 5.9223 -3.4047 0.1747
H34 5.4373 -4.1221 2.7718
H35 3.0005 -3.0854 3.4009
O1 1.0617 -3.3478 4.2647
N5 0.5311 -3.9664 3.3540
O2 0.9824 -3.7741 2.1516

Calculated values
Energy above the lowest of the compared OMol25 structures with the same formula, charge and spin, kcal/mol: 38.0

[5]
Computed, not measured: a single C8H11N5O molecule at a distorted geometry, with the ωB97M-V functional and the def2-TZVPD basis.

Cartesian coordinates (Å):
N1 1.4346 2.0525 -0.3813
C1 2.0958 0.9483 -0.1029
N2 3.3619 0.8183 0.3309
C2 3.8670 -0.4570 0.6022
N3 3.3110 -1.6019 0.4838
C3 2.0524 -1.5152 -0.2761
N4 1.1343 -2.4916 -0.3959
C4 -0.0122 -1.9245 -0.5087
N5 0.0302 -0.5190 -0.6583
C5 -1.1186 0.3376 -0.9965
C6 -1.9000 0.9422 0.1465
C7 -2.6559 -0.1127 0.9916
O1 -3.4265 -1.1550 0.4150
C8 1.3867 -0.2604 -0.4209
H1 2.0287 2.7432 0.1978
H2 0.4084 2.2515 -0.4430
H3 4.8069 -0.5470 1.1826
H4 -0.8769 -2.5325 -0.5997
H5 -1.9222 -0.2881 -1.4436
H6 -0.9883 1.1240 -1.7875
H7 -2.6369 1.5645 -0.3082
H8 -1.3521 1.4458 0.8320
H9 -1.8279 -0.5954 1.3756
H10 -3.1284 0.4846 1.8048
H11 -4.0720 -0.7124 -0.0403

Calculated values
Energy above the lowest of the compared OMol25 structures with the same formula, charge and spin, kcal/mol: 52.1
SMILES: Nc1ncnc2ncn(CCCO)c12

[6]
Computed, not measured: a molecular structure, CHINOS at a distorted geometry, with the ωB97M-V functional and the def2-TZVPD basis.

Cartesian coordinates (Å):
C1 -1.2745 0.3156 1.1834
N1 -0.5351 -0.4261 0.4469
O1 -2.2460 0.2484 1.8291
S1 -0.3447 1.8565 0.7802
I1 -1.0141 -3.0884 0.1140
H1 -0.1056 0.1157 -0.2889

Calculated values
Energy above the lowest of the compared OMol25 structures with the same formula, charge and spin, kcal/mol: 36.1
Net charge: -1

[7]
Computed, not measured: 2 unconnected molecules or ions with the total composition C2H8OS at a distorted geometry, with the ωB97M-V functional and the def2-TZVPD basis.

Cartesian coordinates (Å):
C1 -0.6361 2.4953 -1.5414
O1 0.5183 1.7895 -2.0428
H1 -1.6334 1.9508 -1.5828
H2 -0.6047 2.7177 -0.4390
H3 -0.5300 3.4163 -2.1105
H4 1.2612 2.2323 -1.4899
C2 -0.2031 -2.6152 1.8075
S1 1.5852 -1.9800 1.5011
H5 -0.7503 -1.6997 2.1940
H6 -0.6391 -3.1410 0.8390
H7 0.0030 -3.2346 2.6965
H8 1.6291 -1.9314 0.1684

Calculated values
Energy above the lowest of the compared OMol25 structures with the same formula, charge and spin, kcal/mol: 39.2
SMILES: CO.CS

[8]
Computed, not measured: 2 unconnected molecules or ions with the total composition C4H13N4O at a distorted geometry, with the ωB97M-V functional and the def2-TZVPD basis.

Cartesian coordinates (Å):
C1 0.0732 -1.0331 2.7154
C2 1.2159 -0.4461 1.9892
O1 1.2020 -0.2125 0.7394
N1 2.1796 0.1015 2.6557
H1 0.4382 -1.7426 3.5889
H2 -0.4934 -1.6883 2.0873
H3 2.9316 0.7003 2.1834
H4 1.9834 0.0685 3.7221
H5 -0.5405 -0.1704 3.2608
C3 -0.1711 1.7753 -2.7197
C4 -0.7388 -0.2311 -1.4382
N2 -2.0198 0.2502 -1.0833
N3 0.2077 0.4780 -2.0562
N4 -0.5867 -1.6026 -1.2168
H6 -2.4658 1.2259 -1.5192
H7 -2.7787 -0.4782 -0.8871
H8 1.1842 0.3601 -1.7721
H9 0.3364 -1.8715 -0.9796
H10 -1.2558 -2.0464 -0.6717
H11 0.3451 1.7071 -3.8151
H12 0.2639 2.6884 -2.0321
H13 -1.3105 2.1676 -2.7510

Calculated values
Energy above the lowest of the compared OMol25 structures with the same formula, charge and spin, kcal/mol: 73.5
Net charge: +1

[9]
Computed, not measured: a single C4H6O2 molecule at a distorted geometry, with the ωB97M-V functional and the def2-TZVPD basis.

Cartesian coordinates (Å):
C1 1.9833 0.5481 0.0505
O1 1.6603 -0.7767 -0.5029
C2 0.7751 -0.0881 0.3340
C3 -0.5934 -0.0394 -0.3899
C4 -2.0396 -0.5248 0.1056
O2 -1.5348 1.0074 -0.2510
H1 1.8428 1.4841 -0.7474
H2 2.5894 1.0650 0.8843
H3 0.5460 -0.4995 1.4376
H4 -0.4129 -0.2173 -1.4868
H5 -2.5354 -1.0589 -0.6701
H6 -2.2806 -0.8997 1.2362

Calculated values
Energy above the lowest of the compared OMol25 structures with the same formula, charge and spin, kcal/mol: 133.3
SMILES: C1O[C@@H]1[C@H]1CO1